Below is C24H34BF5N7O3ReS2SiTe as an isolated structure, with properties calculated with ωB97M-V with the def2-TZVPD basis set.

⟨S²⟩: 0.759
Multiplicity: 2
Relative energy (zero: lowest compared OMol25 entry of this formula, charge and spin), eV: 0.685
HOMO-LUMO gap (spin up / spin down), eV: 6.861 / 7.256
Total charge: +1

```
79
Properties=species:S:1:pos:R:3:forces:R:3:mulliken_charge:R:1
Re 0.200943 -0.121343 -0.430491 1.25 -1.62 0.88 0.9606
C -0.543256 -4.044697 -3.846485 0.03 -0.02 0.04 -0.7363
N 0.346681 -4.068012 -2.695087 0.04 -0.03 -0.01 0.2225
C 1.007770 -5.178315 -2.209042 -0.04 0.00 -0.04 -0.6343
C 1.758023 -4.757190 -1.170715 -0.01 0.04 0.06 -0.6175
N 1.566642 -3.397596 -1.022200 0.01 -0.02 0.00 0.8640
B 2.306716 -2.520174 0.019901 -0.04 -0.24 -0.02 0.1423
N 1.807689 -2.838957 1.461763 -0.01 0.10 -0.01 0.2891
C 2.535771 -3.256875 2.551834 0.00 -0.01 -0.05 -0.7713
C 1.729195 -3.192923 3.638104 -0.01 -0.03 0.01 -0.3621
N 0.507766 -2.718538 3.202438 -0.03 0.03 0.03 0.3644
C -0.658284 -2.450704 4.034611 0.03 -0.01 -0.04 -0.7994
C 0.583278 -2.513947 1.877980 0.12 0.00 -0.09 -0.6598
S -0.691866 -2.009716 0.833080 -0.15 0.20 0.06 -0.2795
C 0.705208 -2.996488 -1.964275 0.07 0.15 0.01 -0.2625
S 0.181274 -1.395709 -2.402149 -0.21 0.11 -0.13 -0.3210
H -0.797543 -5.070140 -4.099094 -0.01 0.01 -0.01 0.3395
H -0.054675 -3.568682 -4.694677 0.00 0.00 -0.01 0.3179
H -1.447103 -3.494218 -3.597427 -0.01 0.00 -0.01 0.2678
H 0.884840 -6.150252 -2.651509 -0.01 -0.01 0.01 0.4641
H 2.412246 -5.306763 -0.518074 0.02 0.00 -0.02 0.5091
H 3.487259 -2.725482 -0.021858 0.00 0.15 -0.02 -0.1405
H 2.028181 -1.352665 -0.211267 -0.11 0.02 0.05 -0.3891
H 3.563802 -3.558602 2.459287 0.01 0.02 0.01 0.5464
H 1.907069 -3.438512 4.669616 0.00 0.00 0.00 0.4718
H -0.342702 -2.463501 5.073753 -0.02 0.01 0.01 0.3293
H -1.422824 -3.208026 3.874176 0.00 0.00 0.00 0.2983
H -1.060067 -1.471367 3.782156 -0.01 -0.01 0.01 0.3136
C -2.732479 -0.428088 -2.650229 -0.08 -0.08 -0.13 -0.8761
Si -2.992711 0.487257 -1.066290 0.11 0.05 0.04 0.8630
C -4.178157 -0.520756 -0.041395 -0.05 -0.06 0.04 -1.3220
C -3.677425 2.166110 -1.526346 -0.05 0.05 0.00 -1.3263
N -1.470477 0.687757 -0.067459 -0.18 0.45 -0.22 1.8262
C -1.618074 1.383149 1.185018 -0.12 -0.13 -0.21 0.5127
C -2.810876 1.956160 1.631216 0.07 0.00 0.04 -1.0688
C -2.882039 2.590018 2.861240 0.03 -0.02 -0.02 -1.4425
C -1.765959 2.659264 3.681204 -0.02 0.02 0.02 -0.8116
C -0.570789 2.097651 3.265147 0.01 -0.03 -0.02 -1.0763
C -0.520472 1.482151 2.029126 0.05 -0.02 0.06 0.8968
O 0.623826 0.856104 1.557662 0.13 0.43 -0.25 0.7910
C 1.883950 1.364224 1.995045 -0.17 -0.24 0.04 0.1975
C 2.772069 0.435893 2.491216 0.08 0.05 0.01 -0.2285
C 4.015800 0.872489 2.925212 -0.01 -0.02 -0.01 -0.7078
C 4.333558 2.221071 2.871399 0.00 0.01 0.02 -0.7501
C 3.409519 3.133691 2.382834 0.01 0.01 -0.05 -0.8018
C 2.167277 2.711367 1.933187 0.05 -0.01 -0.07 -0.0829
H -3.674225 -0.311247 -3.197675 -0.03 0.01 0.01 0.5090
H -2.557045 -1.491934 -2.500087 -0.04 0.04 -0.02 -0.0918
H -1.929758 -0.027508 -3.267548 -0.07 0.02 0.02 0.1523
H -5.009149 -0.821354 -0.685486 0.00 -0.02 0.01 0.3916
H -4.598479 -0.004746 0.819277 -0.01 -0.02 0.01 0.3853
H -3.695591 -1.432092 0.319901 0.00 -0.01 -0.01 0.2895
H -4.767950 2.134020 -1.449170 0.00 0.01 0.01 0.4527
H -3.430988 2.392475 -2.564924 -0.03 -0.03 0.04 0.3778
H -3.322537 2.993939 -0.916257 0.02 0.01 0.02 0.4176
H -3.698936 1.917757 1.025868 -0.06 0.02 -0.06 0.4668
H -3.819089 3.027303 3.177178 0.00 0.01 0.00 0.4414
H -1.819456 3.151647 4.642346 -0.01 -0.01 0.00 0.4566
H 0.316341 2.144839 3.881280 -0.02 0.00 0.00 0.5792
H 2.495346 -0.605207 2.535669 -0.02 -0.10 -0.01 0.2307
H 4.731413 0.156834 3.307662 0.00 0.00 0.00 0.4837
H 5.302625 2.562897 3.208342 0.00 0.00 0.00 0.4286
H 3.660911 4.183758 2.325223 0.00 0.00 0.01 0.4427
H 1.452375 3.410481 1.528282 -0.05 0.02 -0.06 0.4809
F 0.682668 2.829715 -0.857903 0.02 0.12 -0.14 -0.3685
Te 2.067445 2.164216 -2.090507 0.36 -0.10 0.66 1.4463
F 2.005760 1.214027 -3.712953 -0.12 -0.03 -0.04 -0.4023
F 3.868387 1.930787 -2.515348 0.03 -0.12 0.00 -0.3549
F 1.800929 3.681150 -3.114553 -0.04 0.02 -0.10 -0.4124
F 2.954036 3.304699 -0.891818 0.01 -0.04 0.15 -0.3577
O 1.960638 0.613818 -1.050717 -0.57 0.92 -0.25 -1.0005
N -1.136050 3.771435 -2.789135 0.04 0.14 -0.12 -0.2349
C -0.750207 2.660836 -3.429404 0.19 -0.17 0.29 0.1890
N -1.089128 2.467240 -4.710550 -0.10 0.02 -0.08 -0.3583
O -0.118931 1.750781 -2.823345 -0.25 -0.04 -0.35 -0.1792
H -1.443828 4.583996 -3.294946 0.01 0.00 0.01 0.2375
H -0.729999 3.898697 -1.873071 0.00 0.00 0.00 0.1001
H -1.544887 3.171767 -5.263296 0.01 0.00 0.00 0.2112
H -0.651214 1.688861 -5.174464 0.00 0.02 -0.02 0.2700
```
Positions in Å, forces in eV/Å.


Below is a 4-piece molecular cluster, C25H40FINO5 overall, with properties calculated with ωB97M-V with the def2-TZVPD basis set.

HOMO-LUMO gap, eV: 6.496
Total charge: +1

```
73
Properties=species:S:1:pos:R:3:forces:R:3:mulliken_charge:R:1
C -4.655673 1.866351 0.917630 -0.36 -0.68 0.46 -1.7168
C -4.613546 0.942234 -0.278694 -0.27 0.58 0.26 1.3566
C -5.722951 0.821322 -1.132043 -0.26 -0.03 0.76 0.4636
C -7.016539 1.610477 -0.978200 -1.43 0.84 -1.49 0.1466
O -7.681142 1.807450 -1.968345 0.96 -0.28 1.05 -0.4428
O -7.429938 2.113098 0.234338 1.08 -0.55 -0.42 -0.4596
C -5.640690 -0.076485 -2.191622 -0.32 0.13 -0.19 -0.0742
F -6.628795 -0.302549 -3.030260 -0.16 0.03 0.06 -0.2691
C -4.503448 -0.793378 -2.418491 0.05 -0.28 -0.32 0.4361
N -3.450005 -0.636736 -1.614811 0.32 -0.54 0.33 0.3619
C -2.259167 -1.407753 -1.955695 0.31 0.29 -0.33 -1.1457
C -1.894578 -2.564047 -1.308835 -0.81 -0.19 0.64 -0.0294
C -0.751461 -3.203312 -1.729158 0.54 -0.82 0.15 -0.7494
C 0.013627 -2.702427 -2.758648 0.55 0.26 -0.77 -0.4592
C -0.349049 -1.529410 -3.403860 0.21 -0.41 0.17 -0.6182
C -1.492600 -0.897229 -2.975882 -0.20 1.15 -0.91 -0.0010
C -3.476257 0.193124 -0.555746 0.79 0.05 0.40 -0.0967
I -1.718206 0.328828 0.610620 -0.52 0.04 -0.42 0.1512
H -5.612632 1.687261 1.418080 0.25 0.27 -0.06 0.4643
H -3.895035 1.591942 1.652047 -0.03 0.23 -0.28 0.3615
H -4.580044 2.926296 0.656202 0.09 -0.20 -0.07 0.2880
H -7.192732 3.052840 0.236269 -0.40 0.05 0.16 0.3647
H -4.435274 -1.494948 -3.243329 0.10 0.10 0.17 0.5227
H -2.499692 -2.955125 -0.493972 0.12 0.01 -0.12 0.5045
H -0.417641 -4.133880 -1.279524 -0.28 0.15 0.16 0.4167
H 0.904345 -3.216419 -3.109777 -0.14 -0.07 0.26 0.4441
H 0.247572 -1.122426 -4.212706 -0.09 0.02 0.16 0.3605
H -1.778973 0.029319 -3.476289 -0.09 -0.16 0.21 0.4016
C 4.015140 0.949733 -1.991576 -0.17 0.01 0.04 -0.7731
C 3.126404 1.473822 -3.104879 0.24 0.06 0.10 -0.5723
O 1.765052 1.076421 -2.990624 -0.26 -0.19 -0.20 -0.3544
C 1.088187 1.487055 -1.819652 0.14 0.13 0.05 0.5837
C 1.027365 2.994651 -1.640048 0.06 0.04 -0.04 -1.2595
H 3.967871 -0.139711 -1.943939 0.06 0.01 -0.03 0.2494
H 5.049953 1.245971 -2.158620 0.00 -0.05 0.03 0.3867
H 3.714801 1.332576 -1.014322 0.08 0.06 -0.01 0.1799
H 3.476484 1.076244 -4.057834 -0.17 -0.04 -0.03 0.3715
H 3.197577 2.563759 -3.180199 -0.01 0.01 0.05 0.3466
H 1.530455 1.005826 -0.938246 0.01 0.05 0.04 0.2432
H 0.072071 1.099071 -1.906728 0.05 -0.08 -0.12 -0.4263
H 2.019080 3.433248 -1.529639 -0.01 -0.01 0.08 0.3382
H 0.451475 3.246848 -0.747176 0.00 -0.01 -0.01 0.3465
H 0.554147 3.463216 -2.504650 -0.02 -0.02 0.02 0.3641
C 8.311857 -1.550099 -0.070273 -0.05 0.06 0.14 -1.0777
C 8.036164 -0.415901 -1.042396 0.15 -0.09 0.03 -0.3468
O 7.016208 0.470361 -0.613533 -0.25 0.04 -0.14 -0.3082
C 7.242781 1.145865 0.611789 0.14 0.02 0.11 -0.3279
C 8.486842 2.017322 0.610691 0.07 -0.04 -0.09 -1.0998
H 7.401129 -2.121341 0.118523 0.01 -0.01 -0.04 0.2963
H 9.068603 -2.221432 -0.477363 -0.02 0.01 -0.02 0.3887
H 8.674340 -1.184500 0.891526 0.08 -0.01 -0.04 0.2650
H 7.692553 -0.834659 -1.989340 -0.11 0.11 0.01 0.3322
H 8.954033 0.138823 -1.263740 0.03 -0.02 0.06 0.3046
H 7.270337 0.429450 1.440164 0.06 0.00 0.01 0.3043
H 6.367032 1.775914 0.775518 -0.07 -0.07 -0.13 0.3165
H 9.396012 1.432252 0.467828 0.00 -0.01 0.08 0.2701
H 8.578162 2.545950 1.560421 -0.03 0.00 -0.01 0.3886
H 8.437443 2.752161 -0.194468 -0.02 0.01 0.03 0.3046
C -5.069504 -0.993614 5.900476 0.17 0.05 0.02 -1.0742
C -5.096669 -1.249833 4.404465 -0.11 -0.10 0.17 -0.3330
O -4.012961 -0.657512 3.701575 0.02 0.21 -0.35 -0.3107
C -2.712265 -1.081214 4.078168 -0.02 -0.15 0.20 -0.2391
C -2.473927 -2.569747 3.895528 -0.09 -0.03 -0.02 -1.0528
H -5.057823 0.078184 6.104624 -0.05 -0.01 -0.01 0.3035
H -5.948395 -1.430908 6.374402 -0.01 0.01 -0.03 0.3938
H -4.186808 -1.426520 6.373120 -0.06 -0.07 0.01 0.2666
H -6.003303 -0.812089 3.984394 0.10 0.07 -0.11 0.3077
H -5.144724 -2.323332 4.193516 0.04 -0.02 0.04 0.3097
H -2.495011 -0.776177 5.106643 -0.01 -0.05 0.02 0.3297
H -2.027179 -0.527500 3.438372 -0.05 0.09 0.01 0.1484
H -3.128738 -3.169523 4.527744 0.05 0.00 0.05 0.3109
H -1.443908 -2.821411 4.151555 -0.01 0.02 -0.01 0.4022
H -2.657820 -2.862120 2.858901 0.03 0.01 0.00 0.2203
```
Positions in Å, forces in eV/Å.


Asked for largest force on an atom across the records above, the calculation gives 2.22, 2.23 eV/Å in order.